Record 1
This record from the Open Molecules 2025 dataset describes a structure of composition C2H5NSi in a non-equilibrium geometry. The level of theory is ωB97M-V/def2-TZVPD.

Computed properties:
Molecular weight = 71.2 u
LUMO (spin up / spin down) = 0.02076 / -0.10952 Eh
DFT total energy = -11516.690 eV
E_HOMO (spin up / spin down) = -7.40 / -10.10 eV
Energy above the lowest of the compared OMol25 structures with the same formula, charge and spin = 0.802 eV

```
! wB97M-V def2-TZVPD RIJCOSX def2/J DEFGRID3
* xyz 0 3
C -1.4925 0.1260 0.4788
C -0.9211 -1.2262 0.7245
N -1.9103 1.2283 0.3512
Si 0.8425 -0.6132 -0.2747
H -0.9116 -1.6090 1.7709
H -1.5305 -1.8832 -0.0413
H 1.6007 1.2501 -1.5576
H 2.3375 1.4072 -1.8809
H 1.5157 -0.6195 1.0016
*
```

Record 2
This record from the Open Molecules 2025 dataset describes a cluster of 2 separate species, C2H5O in total in a non-equilibrium geometry. The level of theory is ωB97M-V/def2-TZVPD.

Computed properties:
Molecular weight = 45.1 u
LUMO = 0.15975 Eh
DFT total energy = -4200.845 eV
E_HOMO = -2.24 eV
Energy above the lowest of the compared OMol25 structures with the same formula, charge and spin = 0.950 eV

```
! wB97M-V def2-TZVPD RIJCOSX def2/J DEFGRID3
* xyz -1 1
O -0.2402 0.9561 2.0559
H 0.3208 1.5516 2.6017
C -0.0735 -0.7858 -1.8126
C 0.2432 -0.3950 -0.5776
H -0.7250 -0.2173 -2.4624
H 0.6183 -1.4353 -2.3521
H -0.2947 0.3627 -0.0013
H 0.8840 -0.9670 0.0857
*
```

Record 3
This record from the Open Molecules 2025 dataset describes a cluster of 2 separate species, C2H5O in total in a non-equilibrium geometry. The level of theory is ωB97M-V/def2-TZVPD.

Computed properties:
Molecular weight = 45.1 u
LUMO (spin up / spin down) = 0.31054 / 0.30419 Eh
DFT total energy = -4194.888 eV
E_HOMO (spin up / spin down) = 5.60 / 1.61 eV
Energy above the lowest of the compared OMol25 structures with the same formula, charge and spin = 1.161 eV

```
! wB97M-V def2-TZVPD RIJCOSX def2/J DEFGRID3
* xyz -2 2
O -1.8841 -1.5807 -0.8024
H -1.6322 -1.7368 0.1148
C 0.4272 0.2950 -0.5340
C 0.7650 0.6797 0.7688
H 1.1426 0.7237 -1.2681
H -0.5088 -0.2634 -0.6942
H 1.7424 1.1489 0.9187
H -0.0521 0.7336 1.4964
*
```

Record 4
This record from the Open Molecules 2025 dataset describes a structure of composition C2H5O2 in a non-equilibrium geometry. The level of theory is ωB97M-V/def2-TZVPD.

Computed properties:
Molecular weight = 61.1 u
LUMO = 0.15196 Eh
DFT total energy = -6247.556 eV
E_HOMO = -2.23 eV
Energy above the lowest of the compared OMol25 structures with the same formula, charge and spin = 3.582 eV

```
! wB97M-V def2-TZVPD RIJCOSX def2/J DEFGRID3
* xyz -1 1
O -0.6116 1.3669 -1.9302
H -1.0730 1.9201 -1.2836
C 0.6813 -0.3234 -0.3934
C 0.0022 -0.3948 0.7085
O 0.4070 -1.0761 1.9182
H 0.2831 0.7086 -1.3889
H 1.6032 -0.6648 -0.8293
H -0.9758 0.0595 0.9185
H -0.3163 -1.5963 2.2801
*
```

Record 5
This record from the Open Molecules 2025 dataset describes a cluster of 2 separate species, C2H5O2 in total in a non-equilibrium geometry. The level of theory is ωB97M-V/def2-TZVPD.

Computed properties:
Molecular weight = 61.1 u
LUMO = 0.10653 Eh
DFT total energy = -6246.991 eV
E_HOMO = -0.93 eV
Energy above the lowest of the compared OMol25 structures with the same formula, charge and spin = 4.147 eV

```
! wB97M-V def2-TZVPD RIJCOSX def2/J DEFGRID3
* xyz -1 1
O 0.8574 -1.3613 -4.7138
H 0.8276 -0.5977 -5.2386
C -0.3782 -0.1744 1.9462
C -0.4920 1.1033 2.7192
O 0.3398 2.0823 2.6780
H -1.0538 -0.4742 1.0580
H -0.1292 -1.0838 2.4816
H -1.5360 1.3532 3.1065
H 1.5645 -0.8475 -4.0372
*
```

Record 6
This record from the Open Molecules 2025 dataset describes a cluster of 2 separate species, C2H5O2S in total in a non-equilibrium geometry. The level of theory is ωB97M-V/def2-TZVPD.

Computed properties:
Molecular weight = 93.1 u
LUMO = 0.14043 Eh
DFT total energy = -17086.599 eV
E_HOMO = -4.28 eV
Energy above the lowest of the compared OMol25 structures with the same formula, charge and spin = 0.541 eV

```
! wB97M-V def2-TZVPD RIJCOSX def2/J DEFGRID3
* xyz -1 1
C 1.6448 0.2129 -1.2567
S 1.5478 -1.0539 0.0752
H 1.3106 1.1524 -0.8309
H 1.0987 0.0755 -2.1899
H 2.7166 0.3354 -1.4291
O -2.6511 1.4552 0.6412
C -1.7684 0.7436 0.1608
O -1.0879 -0.1637 0.7255
H -1.5465 0.9313 -0.9132
H 0.1945 -0.5300 0.4328
*
```

Record 7
This record from the Open Molecules 2025 dataset describes a cluster of 2 separate species, C2H5O2S3 in total in a non-equilibrium geometry. The level of theory is ωB97M-V/def2-TZVPD.

Computed properties:
Molecular weight = 157.3 u
LUMO (spin up / spin down) = 0.12708 / 0.12708 Eh
DFT total energy = -38755.695 eV
E_HOMO (spin up / spin down) = -2.72 / -2.72 eV
Energy above the lowest of the compared OMol25 structures with the same formula, charge and spin = 0.227 eV

```
! wB97M-V def2-TZVPD RIJCOSX def2/J DEFGRID3
* xyz -1 1
C -1.0274 -0.5869 0.1666
C 0.4666 -0.3710 0.5303
O 0.6787 -0.1594 1.8643
O -0.5804 2.3959 -0.6211
S 1.6085 -1.1642 -0.4119
S 2.3528 2.5351 -1.4714
S 0.7338 2.1331 -0.0224
H -1.6850 -0.1566 0.9314
H -1.1536 -1.5482 -0.1092
H -1.2955 -0.0255 -0.8161
H 1.6129 -0.1529 2.0656
H 2.3981 1.1678 -1.3425
*
```

Record 8
This record from the Open Molecules 2025 dataset describes a structure of composition C2H5O2Sm in a non-equilibrium geometry. The level of theory is ωB97M-V/def2-TZVPD.

Computed properties:
Molecular weight = 211.4 u
LUMO (spin up / spin down) = -0.21511 / -0.21043 Eh
DFT total energy = -24145.876 eV
E_HOMO (spin up / spin down) = -12.45 / -12.50 eV
Energy above the lowest of the compared OMol25 structures with the same formula, charge and spin = 0.000 eV

```
! wB97M-V def2-TZVPD RIJCOSX def2/J DEFGRID3
* xyz 1 7
C 0.7360 0.3590 0.6526
C -0.5543 -0.4264 0.4577
O -1.2013 0.0111 -0.6845
Sm -1.7513 -0.7067 -2.8603
H 0.4744 1.4101 0.8737
H 1.3498 -0.0771 1.4532
H -1.2008 -0.2624 1.3428
H -0.3077 -1.5078 0.4798
O 1.4810 0.3198 -0.5562
H 0.9743 0.8804 -1.1588
*
```

Question: What is the molecular weight in the seventh record?
Answer: 157.3 u